Entry 1:
ORCA calculation (wB97M-V/def2-TZVPD) on a structure of composition C42H33N2O5P2Re in a non-equilibrium geometry.

Each line ends with the Mulliken spin population.
Cartesian coordinates (Å):
H: 4.63257 0.12073 3.16457  -0.001
H: -3.02561 0.79022 -5.66533  0.000
O: 3.47345 -3.54959 4.04218  0.000
C: -5.41604 -0.70637 1.40657  -0.001
C: -1.66553 0.15923 -4.13681  -0.003
O: 4.33932 -1.66308 4.86102  -0.001
H: 1.14336 2.51304 1.71230  -0.005
H: 1.37105 -1.83056 -4.48684  0.001
C: -0.11443 1.56689 4.01203  0.003
C: 1.06487 -3.94208 -4.41850  0.001
P: -1.15504 0.76294 1.53846  -0.018
C: 0.49059 -5.00614 -3.73513  -0.001
C: 3.62839 0.74982 -3.20648  -0.015
H: -5.70348 0.27614 3.29523  0.000
H: 3.48402 2.53476 1.85468  0.000
C: -2.85508 0.28349 1.48414  0.005
C: 0.72231 4.15116 0.38938  -0.006
C: 3.30457 -1.47050 2.81090  0.000
C: -0.22628 4.73239 -0.44239  0.006
C: 2.06324 2.58513 -3.02624  -0.011
P: 0.00321 -0.77691 -2.13182  -0.080
C: 0.25289 -2.43848 -2.72979  0.015
H: 0.75696 -0.23260 6.74300  0.000
H: -2.74367 2.47942 -0.15201  0.001
C: 3.33358 2.10357 -3.33047  0.025
H: 2.87779 -1.19524 -2.71264  0.000
O: 1.43731 -3.75889 1.94243  0.030
C: -3.87813 0.23927 -2.41404  -0.002
H: 0.57554 -6.00815 -4.13363  0.000
H: 2.92259 -3.84015 3.29151  0.000
C: -3.71437 0.54343 2.55530  -0.002
Re: 0.43228 -0.36500 0.18052  1.046
C: -3.99444 0.58295 -3.75908  0.000
N: 3.85009 -0.22195 2.61383  0.000
C: 1.38056 -2.63287 1.55967  -0.029
C: -0.53574 0.51532 3.19286  -0.003
C: 0.43459 2.95311 1.02496  -0.013
C: -1.54513 -0.18396 -2.79125  0.012
H: 4.69168 1.72818 0.86269  0.000
C: -2.90748 0.53177 -4.62236  -0.002
H: -0.88429 -1.62049 3.04779  -0.014
C: -1.46945 4.13268 -0.64033  0.000
C: 1.33952 0.32512 -2.58830  0.084
C: -0.51505 -0.80512 3.66247  -0.017
O: 0.43904 -2.19860 0.65315  0.014
C: -2.64453 -0.17530 -1.95535  -0.020
C: 1.06401 1.70457 -2.64954  -0.007
C: 2.64316 -0.14355 -2.81928  0.012
C: 3.62929 1.75147 1.10864  0.006
H: -4.96143 0.89199 -4.13344  0.000
H: -0.04880 -2.08435 5.31635  0.000
H: -4.87730 -1.60335 -0.47873  0.000
H: -3.37429 1.09815 3.42100  0.000
O: -2.35273 -0.57139 -0.63756  -0.023
N: 2.22049 -0.35939 1.19487  -0.048
C: 2.29866 -1.55494 1.91831  0.012
C: -3.29623 -0.42765 0.37668  -0.010
H: -0.80199 0.14682 -4.79098  -0.001
H: 1.61534 -4.11615 -5.33301  0.000
C: -1.77159 2.93775 -0.01594  0.017
H: 4.10006 2.78942 -3.66758  0.000
C: -5.01235 0.06835 2.49036  0.000
H: -0.17362 2.59359 3.67400  0.000
C: 0.34813 1.28814 5.28930  0.001
H: 1.85211 3.64336 -3.10446  0.000
H: -6.41327 -1.12652 1.39305  0.000
C: -0.34746 -3.50480 -2.05555  -0.006
C: -0.81989 2.34875 0.83364  0.040
C: 3.21535 0.42861 1.63764  0.011
H: -4.73786 0.30502 -1.76621  0.000
H: -2.20521 4.61129 -1.27295  0.000
H: 0.06514 2.07415 -2.44095  0.005
C: 3.75987 -2.26255 4.00440  0.000
H: 4.62497 0.38995 -3.42479  0.000
C: -0.05459 -1.06903 4.94159  0.002
C: -0.21854 -4.78720 -2.55953  -0.001
H: 0.66529 2.09671 5.93423  0.000
C: 0.94149 -2.65269 -3.92824  0.002
C: 0.38955 -0.02378 5.74673  -0.003
H: -0.92055 -3.34339 -1.15197  -0.003
H: -0.67299 -5.61786 -2.03699  0.000
C: -4.56352 -0.96749 0.33742  -0.001
H: 1.67264 4.64255 0.55187  0.000
H: -0.00467 5.67238 -0.93157  0.000
H: 3.07173 1.99428 0.20631  -0.002

The value obtained for the largest force on an atom is 0.0240 Eh/bohr. As for the LUMO energy (alpha / beta): -10.45 / -10.28 eV. The calculation puts the molar mass at 893.890 g mol⁻¹. As for the total charge: +3. Its multiplicity is 2. The total energy is -2866.08934 hartree. Its expectation value of S² is 0.795. The HOMO energy (alpha / beta) is -0.6164 / -0.6164 Ha. The calculation puts the energy above the lowest of the compared OMol25 structures with the same formula, charge and spin at 0.0000 eV.

Entry 2:
ORCA calculation (wB97M-V/def2-TZVPD) on a cluster of 2 separate species, C7H16N2O2PS in total in a non-equilibrium geometry.

Each line ends with the Löwdin charge.
Cartesian coordinates (Å):
H: 1.04917 0.71655 1.72003  0.067
H: -5.18481 -0.65364 0.91596  -0.020
H: -0.15781 -0.31887 1.02236  0.009
H: -1.35039 2.18705 1.15925  0.036
H: 2.05788 -1.23279 1.30496  0.119
H: 3.75667 -0.77169 -0.42198  0.039
O: -3.38851 -2.00295 0.38810  -0.538
C: 1.78004 -0.71458 0.38547  -0.461
N: -0.98386 -2.63339 -0.39226  0.047
S: -2.40651 -0.24814 -2.38897  0.443
C: -2.67784 0.46602 -0.86590  -0.889
H: -1.09434 -2.11127 -1.31833  0.033
P: -3.15714 -0.55005 0.76688  0.625
C: 0.18356 -2.62216 0.15029  -0.139
H: 2.84693 0.50506 -1.05215  0.049
H: 1.98432 -2.37038 -0.98368  0.066
C: 1.23970 -1.73152 -0.60671  -0.234
H: -3.10735 2.01210 1.16233  0.066
N: -2.24647 1.68682 -0.72114  -0.160
H: 3.57650 0.55258 0.68201  0.106
C: 3.04411 -0.03870 -0.17738  -0.087
H: -1.79418 2.19314 -1.45310  0.093
C: 0.68809 0.23937 0.84540  -0.086
H: -1.83525 -2.86675 0.01555  -0.002
C: -2.20661 2.33920 0.57709  -0.118
O: -4.72140 0.14995 0.76959  -0.342
H: -2.30323 3.38878 0.21025  0.093
H: 0.83713 -1.15668 -1.53333  0.125
H: 0.40270 1.04679 0.20902  0.060

The value obtained for the largest force on an atom is 0.0929 Eh/bohr. As for the LUMO energy: 3.28 eV. The calculation puts the molar mass at 223.258 g mol⁻¹. As for the total charge: -1. The total energy is -1275.85285 hartree. The HOMO energy is -0.1383 Ha. The calculation puts the energy above the lowest of the compared OMol25 structures with the same formula, charge and spin at 0.0000 eV.

Entry 3:
ORCA calculation (wB97M-V/def2-TZVPD) on the ion C8H7O2S with charge -1 in a non-equilibrium geometry.

Each line ends with the Löwdin charge.
Cartesian coordinates (Å):
H: -1.65014 -1.91183 -1.88926  0.076
C: -1.77170 -1.55178 0.26162  -0.115
H: -2.64718 -2.02122 0.43605  0.044
H: -1.39837 -0.90410 2.41570  0.133
C: 1.86817 0.71900 -0.44044  -0.282
C: -1.07011 -0.93150 1.29027  -0.118
C: 0.56386 0.10206 -0.23495  -0.282
H: 0.26054 -0.58752 -2.29415  0.089
C: -0.07730 -0.05520 1.02117  -0.073
C: 0.02046 -0.66159 -1.25165  -0.042
H: 0.53793 0.42258 1.69945  0.080
C: -1.17408 -1.47744 -1.02064  -0.069
O: 3.11730 -0.63465 1.78578  -0.538
S: 3.31985 -0.64931 0.35005  0.640
H: 1.65822 2.74586 -1.03423  0.051
H: 3.28708 2.16613 -0.66104  -0.010
C: 2.31417 1.92703 -0.71408  -0.022
O: 4.60254 -0.06213 -0.07189  -0.560

The value obtained for the largest force on an atom is 0.0834 Eh/bohr. As for the LUMO energy: 3.60 eV. The calculation puts the molar mass at 167.209 g mol⁻¹. As for the total charge: -1. The total energy is -857.68159 hartree. The HOMO energy is -0.1148 Ha. The calculation puts the energy above the lowest of the compared OMol25 structures with the same formula, charge and spin at 0.4651 eV.

Entry 4:
ORCA calculation (wB97M-V/def2-TZVPD) on a structure of composition C35H23IN3SV in a non-equilibrium geometry.

Each line ends with the Mulliken spin population.
Cartesian coordinates (Å):
H: -2.65608 -3.82072 5.45952  0.000
H: -1.71350 -4.17741 -1.16076  -0.001
H: -0.36055 -2.13913 -1.12150  0.013
C: 4.98827 0.23979 0.90075  0.020
C: 4.25051 -0.67287 0.09981  0.000
C: -2.48578 -3.99284 3.33856  0.002
C: -5.16214 1.97498 1.57519  -0.008
C: -0.97506 4.16240 0.56040  -0.021
H: -0.41314 5.06683 0.35376  -0.001
H: -2.72991 -0.32910 1.06387  -0.004
H: -2.81465 5.20195 0.88899  0.002
H: -0.71674 1.83262 -6.57873  0.000
C: -0.99960 1.72649 0.74328  -0.044
N: 0.52148 -0.19102 -9.12280  0.001
H: 1.63656 -1.72677 -6.22987  0.000
H: 2.25597 1.89686 2.07410  -0.008
C: -4.53770 0.71918 1.44742  0.011
C: 6.41242 0.19213 0.99072  0.003
C: 1.01818 -0.82978 -4.38547  0.006
C: -2.40489 1.80070 1.00486  0.018
H: -4.91226 4.08876 1.48112  0.000
H: -3.07059 -4.90407 3.27725  0.000
C: -0.61482 -1.71772 0.95121  -0.039
C: -2.30831 4.24373 0.85086  0.032
H: 1.51357 -1.56165 -3.76168  0.001
C: 0.13875 0.24178 -1.13005  -0.083
C: -1.17990 -2.24887 2.16083  -0.067
V: 0.20650 0.16108 0.78007  1.013
C: -1.56727 -3.65523 -0.22210  0.000
N: 7.03475 0.96446 1.93965  0.004
N: 2.13297 0.22217 0.82482  0.025
C: -2.26430 -3.39441 4.54504  -0.001
C: 0.49406 -0.08364 -7.97634  -0.001
C: -2.15208 -4.12524 0.91691  0.003
H: -6.21908 2.02884 1.80697  0.000
C: -4.43475 3.11789 1.39615  0.007
H: 8.03098 1.03510 1.81992  0.000
S: 7.38494 -0.78133 0.02536  0.019
C: 0.30764 0.21399 -3.76571  -0.009
H: 6.57342 1.79225 2.27948  0.000
C: -1.51300 -2.20941 4.59582  -0.001
C: 2.83852 1.15334 1.54097  0.028
I: 0.05388 0.15256 3.66820  -0.011
H: -1.32178 -1.72956 5.54620  0.000
H: -0.84239 1.99071 -4.10808  0.000
C: -0.32695 2.91360 0.52576  0.028
H: 4.65816 1.95029 2.21911  0.002
C: 0.21610 0.26528 -2.35340  0.042
H: 0.73849 2.89075 0.29923  0.001
C: -0.23850 1.08970 -5.95397  -0.002
H: -5.12725 -0.18257 1.56118  0.001
C: -3.05427 3.06659 1.08872  -0.011
C: -3.19941 0.63924 1.17370  -0.005
H: -2.77290 -5.01402 0.90424  0.000
C: -1.94846 -3.45892 2.14500  0.004
C: 1.08897 -0.92191 -5.75770  -0.002
C: -0.79707 -2.47686 -0.19109  0.008
H: 2.32859 -1.36604 -0.50861  -0.003
C: 0.45211 0.03433 -6.55722  0.004
C: -1.01677 -1.66995 3.44174  -0.005
C: -0.30735 1.17804 -4.58032  0.009
H: 4.79363 -1.38914 -0.49856  0.002
C: 2.89077 -0.66152 0.08831  0.028
C: 4.19901 1.18330 1.60887  -0.012

The value obtained for the largest force on an atom is 0.0341 Eh/bohr. As for the LUMO energy (alpha / beta): 1.63 / 1.65 eV. The calculation puts the molar mass at 695.505 g mol⁻¹. As for the total charge: -1. Its multiplicity is 2. The total energy is -3151.63976 hartree. Its expectation value of S² is 0.771. The HOMO energy (alpha / beta) is -0.1099 / -0.1066 Ha. The calculation puts the energy above the lowest of the compared OMol25 structures with the same formula, charge and spin at 0.0000 eV.

Entry 5:
ORCA calculation (wB97M-V/def2-TZVPD) on a cluster of 2 separate species, C10H13N2 in total in a non-equilibrium geometry.

Each line ends with the Löwdin charge.
Cartesian coordinates (Å):
H: 2.29866 -2.73388 -1.04723  0.146
H: -0.48816 -0.91529 2.51280  0.088
N: -1.46241 -0.51138 0.15994  -0.020
C: 0.08795 -1.33568 1.78098  -0.029
H: -1.39725 3.70170 -1.28633  0.081
C: 2.13095 -2.32964 1.12749  -0.095
H: -2.32254 2.44444 -2.13683  0.141
H: -3.31509 0.18931 0.49263  0.068
C: 0.58827 -1.51483 -0.54439  -0.044
H: 2.71126 2.48107 -0.82086  0.140
C: 1.76017 -2.14397 -0.19846  -0.103
N: 0.60538 2.05369 -1.08176  0.116
H: -2.96361 -1.39590 1.36920  0.106
C: 1.26678 -1.94708 2.13118  -0.067
H: -2.40739 2.52812 -0.38315  0.103
C: -2.61022 -0.58101 0.72173  0.066
H: 1.96924 1.64319 -2.30941  0.110
H: 0.31272 -1.43409 -1.59243  0.112
C: 1.81192 2.14305 -1.38104  0.162
C: -0.34647 -1.20326 0.48146  -0.312
C: -1.71374 2.69758 -1.22499  0.007
H: 1.73441 -2.04064 3.13301  0.129
H: 3.16368 -2.68189 1.37429  0.126
H: -0.84712 0.95786 -0.44797  0.080
C: -0.56739 1.92853 -0.82987  -0.113

The value obtained for the largest force on an atom is 0.0765 Eh/bohr. As for the LUMO energy: -3.98 eV. The calculation puts the molar mass at 161.228 g mol⁻¹. As for the total charge: +1. The total energy is -497.98727 hartree. The HOMO energy is -0.4359 Ha. The calculation puts the energy above the lowest of the compared OMol25 structures with the same formula, charge and spin at 4.4106 eV.